1.
13
Properties=species:S:1:pos:R:3:forces:R:3 method="wB97M-V/def2-TZVPD" multiplicity=1 smiles="O=CCNCO" energy_ha=-323.691809 e_lumo_ha=0.0283
O -1.6341 1.0060 -2.6237 0.17 0.10 -0.11
C -1.3998 0.8218 -1.4599 -0.63 0.20 -0.71
C -0.3289 -0.0809 -0.9642 0.38 -1.24 2.89
N -0.4078 -0.1299 0.5632 -0.48 -1.18 -2.11
C 0.7524 -0.8109 1.0553 0.65 2.12 2.53
O 1.8798 0.0895 1.2045 0.85 -0.39 -1.41
H -2.0939 1.2692 -0.7040 0.49 -0.15 0.05
H 0.7274 0.1298 -1.1159 -0.14 0.67 -1.20
H -0.5066 -1.1290 -1.2861 -0.10 0.72 -0.19
H -0.5026 0.8180 0.8977 0.30 -0.03 0.40
H 0.6068 -1.1076 2.0991 -0.55 -0.75 -0.34
H 1.1407 -1.6149 0.4415 -0.48 -0.10 -0.20
H 1.7665 0.7388 1.8925 -0.45 0.03 0.40

=====

2.
13
Properties=species:S:1:pos:R:3:forces:R:3 method="wB97M-V/def2-TZVPD" multiplicity=1 energy_ha=-323.665358 e_lumo_ha=0.0143
C 1.7715 0.8099 -0.0590 0.36 0.20 -0.24
O 0.6674 0.5035 0.7620 -0.12 0.05 -0.10
C 0.2576 -0.8193 0.6064 -0.03 -0.50 0.38
C -0.9945 -1.1547 0.2340 0.59 0.21 0.29
N -1.6890 0.2442 -0.3335 -0.09 0.17 -1.32
O -1.7082 -2.1290 0.1165 -0.27 0.09 -0.13
H 1.5189 0.7000 -1.1250 0.04 0.02 0.15
H 2.6313 0.1581 0.1515 -0.19 0.06 0.02
H 2.0605 1.8447 0.1454 -0.05 -0.12 -0.03
H 0.9108 -1.5915 0.9853 0.12 0.00 0.06
H -1.4439 0.1269 -1.3527 -0.75 0.57 1.38
H -2.7017 0.1924 -0.1759 0.47 -0.05 -0.24
H -1.2808 1.1147 0.0449 -0.08 -0.69 -0.22

=====

3.
13
Properties=species:S:1:pos:R:3:forces:R:3 method="wB97M-V/def2-TZVPD" multiplicity=1 smiles="CCNC(=O)O" energy_ha=-323.729623 e_lumo_ha=0.0242
C 1.7473 -1.1477 -1.0055 -0.31 -0.78 1.35
C 1.5097 0.2756 -0.3971 -0.07 -1.81 0.40
N 0.3940 0.3666 0.5651 0.98 1.17 1.13
C -0.9463 0.1046 0.3083 0.17 -2.25 0.71
O -1.4746 -1.0139 0.1092 1.25 4.14 -0.15
O -1.5229 1.3205 0.5840 0.86 -0.66 0.25
H 1.5743 -1.8631 -0.1626 0.54 0.45 -0.51
H 2.7909 -1.2342 -1.3440 -0.39 0.02 0.08
H 1.0797 -1.5929 -1.7840 0.27 1.25 0.36
H 1.4216 0.9792 -1.1693 -0.54 1.15 -1.33
H 2.3915 0.6270 0.1498 -0.04 -0.56 0.05
H 0.4647 1.2643 1.1573 -0.14 -1.95 -1.68
H -2.3644 1.4061 0.2171 -2.58 -0.16 -0.67

=====

4.
13
Properties=species:S:1:pos:R:3:forces:R:3 method="wB97M-V/def2-TZVPD" multiplicity=1 energy_ha=-323.673670 e_lumo_ha=0.0249
C 1.4842 0.2298 0.0251 0.06 0.28 -0.17
C 0.7290 1.0663 -0.8007 0.26 -0.08 0.12
O -1.1894 0.5529 -0.8385 -0.25 -0.08 0.18
C -1.6064 -0.0040 0.2210 -0.12 0.01 0.08
O -2.5020 0.2438 1.0010 0.34 0.00 -0.29
N -0.7242 -1.1722 0.5457 -0.15 -0.14 0.05
H 2.1571 -0.4781 -0.4587 -0.11 0.08 0.09
H 0.4379 -0.6176 0.4435 -0.10 0.02 -0.05
H 1.8304 0.6421 0.9720 -0.07 -0.09 -0.11
H 0.4088 2.0436 -0.4578 0.06 -0.14 -0.04
H 0.7354 0.9394 -1.8771 -0.02 0.00 0.17
H -0.9987 -1.5908 1.4327 0.10 0.06 -0.14
H -0.7619 -1.8554 -0.2082 0.02 0.08 0.11

=====

5.
13
Properties=species:S:1:pos:R:3:forces:R:3 method="wB97M-V/def2-TZVPD" multiplicity=1 smiles="C/C(CO)=N/O" energy_ha=-323.669302 e_lumo_ha=0.0185
C -0.8385 1.5925 0.3929 -0.04 0.03 0.02
C -0.4694 0.1664 0.0944 -0.24 -0.18 -0.04
C 0.9942 -0.2245 0.1326 -0.05 0.17 0.18
O 1.3414 -1.0488 -0.9843 0.19 -0.14 0.00
N -1.4330 -0.6465 -0.1221 0.23 0.60 0.09
O -1.0919 -1.9435 -0.4301 0.17 -0.26 -0.10
H -1.9064 1.6524 0.6126 0.16 -0.01 -0.05
H -0.2763 1.9906 1.2457 -0.05 -0.10 -0.10
H -0.6253 2.2342 -0.4706 0.02 -0.09 0.12
H 1.1717 -0.7648 1.0742 -0.04 0.07 -0.11
H 1.6219 0.6754 0.1366 -0.13 -0.13 -0.02
H 2.0050 -1.6881 -0.6970 -0.01 0.16 -0.11
H -0.1974 -1.9131 -0.8277 -0.20 -0.11 0.12

=====

6.
13
Properties=species:S:1:pos:R:3:forces:R:3 method="wB97M-V/def2-TZVPD" multiplicity=1 smiles="NC(=O)CCO" energy_ha=-323.730759 e_lumo_ha=0.0260
N 1.0229 1.7831 0.6866 -0.22 -0.45 -0.26
C 1.1076 0.6962 -0.1428 -0.08 0.04 0.73
O 2.2060 0.2512 -0.3959 -0.05 -0.64 -0.25
C -0.1781 0.0476 -0.6705 1.76 0.73 -2.41
C -0.5329 -1.3081 -0.0798 -2.64 1.19 -0.87
O -1.4685 -1.0915 1.0129 1.66 -0.32 0.87
H 1.7691 1.7613 1.3696 -0.23 0.62 -0.04
H 0.1017 2.0921 0.9247 -0.09 0.08 0.57
H -0.9783 0.7529 -0.9115 -0.41 -0.13 1.19
H 0.1493 -0.0698 -1.7255 0.00 -0.75 0.32
H -1.2004 -1.7934 -0.7963 0.76 -0.34 -0.52
H 0.3474 -1.9283 0.0681 -0.14 0.07 0.82
H -2.3459 -1.1934 0.6605 -0.32 -0.10 -0.15

=====

What did the first record say?
13
Properties=species:S:1:pos:R:3:forces:R:3 method="wB97M-V/def2-TZVPD" multiplicity=1 smiles="O=CCNCO" energy_ha=-323.691809 e_lumo_ha=0.0283
O -1.6341 1.0060 -2.6237 0.17 0.10 -0.11
C -1.3998 0.8218 -1.4599 -0.63 0.20 -0.71
C -0.3289 -0.0809 -0.9642 0.38 -1.24 2.89
N -0.4078 -0.1299 0.5632 -0.48 -1.18 -2.11
C 0.7524 -0.8109 1.0553 0.65 2.12 2.53
O 1.8798 0.0895 1.2045 0.85 -0.39 -1.41
H -2.0939 1.2692 -0.7040 0.49 -0.15 0.05
H 0.7274 0.1298 -1.1159 -0.14 0.67 -1.20
H -0.5066 -1.1290 -1.2861 -0.10 0.72 -0.19
H -0.5026 0.8180 0.8977 0.30 -0.03 0.40
H 0.6068 -1.1076 2.0991 -0.55 -0.75 -0.34
H 1.1407 -1.6149 0.4415 -0.48 -0.10 -0.20
H 1.7665 0.7388 1.8925 -0.45 0.03 0.40